{"formula": "C37H25N3O9S", "method": "ωB97M-V/def2-TZVPD", "gap_ha": 0.260, "lumo_energy_ev": -2.0, "smiles": "N#C[C@@H](CC(=O)c1ccccc1)[C@@H](C#N)N=C=S.O=C1C=CC(=O)C=C1.O=C1C=CC(=O)C=C1.O=C1C=CC(=O)C=C1.O=C1C=CC(=O)C=C1", "species": ["N", "C", "C", "C", "C", "O", "C", "C", "C", "C", "C", "C", "C", "C", "N", "N", "C", "S", "H", "H", "H", "H", "H", "H", "H", "H", "H", "C", "C", "C", "O", "C", "C", "C", "O", "H", "H", "H", "H", "C", "C", "C", "O", "C", "C", "C", "O", "H", "H", "H", "H", "C", "C", "C", "O", "C", "C", "C", "O", "H", "H", "H", "H", "C", "C", "C", "O", "C", "C", "C", "O", "H", "H", "H", "H"], "positions_angstrom": [[1.0225, 5.1695, -4.8365], [0.0431, 5.0712, -3.9668], [-1.4329, 4.9812, -3.2001], [-1.6308, 3.5151, -2.4303], [-0.1792, 2.7417, -2.1636], [0.2090, 1.7060, -2.9149], [0.7289, 3.3872, -0.9166], [2.3656, 3.5055, -0.9743], [3.2081, 4.1841, 0.2877], [2.3342, 4.7508, 1.5953], [0.6790, 4.6065, 1.6716], [-0.1367, 3.9084, 0.4053], [-1.5222, 6.2702, -2.1911], [-0.0331, 7.0279, -2.1151], [0.9883, 7.7643, -1.7624], [-2.5056, 7.3314, -2.6906], [-2.0932, 7.8114, -3.9403], [-2.1004, 7.9706, -5.6676], [-2.3366, 5.0323, -3.9786], [-2.2478, 3.6950, -1.4507], [-2.2580, 2.7980, -3.1445], [3.0123, 3.1248, -1.8881], [4.3937, 4.2956, 0.2958], [2.8488, 5.2656, 2.5293], [0.0616, 4.9793, 2.5935], [-1.3016, 3.8260, 0.5126], [-1.8982, 5.9914, -1.0930], [0.8893, -1.2747, -3.0510], [0.1336, -1.0414, -4.1284], [-0.1240, -2.0978, -5.1268], [-0.8140, -1.8846, -6.1142], [0.4842, -3.4217, -4.8879], [1.2400, -3.6551, -3.8105], [1.4976, -2.5986, -2.8121], [2.1875, -2.8119, -1.8247], [1.0888, -0.5108, -2.3095], [-0.3202, -0.0759, -4.3175], [0.2848, -4.1857, -5.6294], [1.6938, -4.6205, -3.6214], [3.1736, 5.8033, 7.5460], [2.4178, 6.0366, 6.4686], [2.1602, 4.9802, 5.4702], [1.4703, 5.1935, 4.4828], [2.7685, 3.6563, 5.7091], [3.5243, 3.4230, 6.7865], [3.7818, 4.4794, 7.7849], [4.4718, 4.2662, 8.7723], [3.3730, 6.5673, 8.2875], [1.9641, 7.0021, 6.2795], [2.5691, 2.8924, 4.9676], [3.9780, 2.4575, 6.9756], [-0.1956, -4.0364, -0.2706], [-0.0010, -4.6884, 0.8798], [-1.1134, -4.9343, 1.8186], [-0.9358, -5.5292, 2.8727], [-2.4486, -4.4334, 1.4364], [-2.6432, -3.7814, 0.2861], [-1.5309, -3.5355, -0.6528], [-1.7085, -2.9406, -1.7068], [0.6095, -3.8470, -0.9700], [0.9722, -5.0626, 1.1741], [-3.2537, -4.6228, 2.1359], [-3.6165, -3.4072, -0.0082], [-2.1458, -10.1045, -0.7150], [-3.1033, -9.2139, -0.9911], [-3.3826, -8.0833, -0.0840], [-4.2602, -7.2688, -0.3349], [-2.5621, -7.9741, 1.1386], [-1.6046, -8.8647, 1.4147], [-1.3253, -9.9953, 0.5076], [-0.4477, -10.8098, 0.7586], [-1.9285, -10.9400, -1.3692], [-3.7132, -9.2798, -1.8841], [-2.7793, -7.1386, 1.7929], [-0.9947, -8.7988, 2.3078]], "forces_ev_per_angstrom": [[-9.1, -1.0, 8.4], [5.4, 0.5, -7.2], [0.8, -0.5, -0.2], [0.3, -0.7, -0.8], [1.9, -3.0, -1.7], [-2.4, 6.5, 4.6], [0.8, 0.9, 2.0], [-1.2, 1.3, 3.4], [-4.7, -0.1, 0.5], [-2.1, -1.7, -2.7], [1.9, -1.7, -4.0], [4.7, 1.0, 0.5], [1.3, 0.8, 0.4], [6.3, 5.0, 4.0], [-9.4, -6.8, -3.5], [3.8, 2.0, -6.9], [-3.4, -3.0, 1.0], [0.3, -0.1, 6.1], [2.4, 0.2, 1.5], [1.4, -0.4, -1.8], [1.5, 1.6, 1.6], [-1.8, 0.8, 2.0], [-3.0, -0.3, -0.2], [-1.1, -1.3, -2.4], [1.6, -0.8, -2.0], [2.6, 0.0, -0.4], [1.2, 0.5, -2.5], [-0.2, 0.2, -0.2], [0.2, 0.1, 0.3], [-0.5, 0.3, -0.6], [0.5, -0.2, 0.6], [0.3, -0.4, 0.3], [-0.2, -0.2, -0.4], [0.3, 0.2, 0.2], [-0.2, 0.1, -0.5], [0.0, 0.0, -0.1], [0.1, -0.1, 0.0], [0.0, 0.0, 0.0], [0.0, 0.0, 0.0], [-0.3, 0.3, -0.3], [0.2, 0.1, 0.4], [-0.4, 0.1, -0.5], [0.4, -0.1, 0.7], [0.2, -0.3, 0.2], [-0.2, -0.2, -0.4], [0.6, -0.2, 0.8], [-0.5, 0.2, -0.7], [0.0, 0.0, 0.0], [0.0, 0.0, 0.0], [0.0, 0.0, 0.0], [0.0, 0.0, 0.0], [0.2, -0.3, 0.2], [0.1, 0.2, -0.4], [0.2, -0.3, 0.6], [-0.2, 0.3, -0.6], [-0.3, 0.2, -0.3], [-0.2, -0.2, 0.4], [-0.1, 0.4, -0.6], [0.1, -0.4, 0.6], [-0.1, -0.1, 0.3], [0.0, 0.0, 0.0], [0.0, 0.0, 0.0], [0.0, 0.0, 0.0], [-0.4, 0.2, -0.3], [0.2, -0.4, -0.1], [-0.6, 0.6, -0.2], [0.5, -0.5, 0.2], [0.3, -0.2, 0.2], [-0.2, 0.4, 0.1], [0.7, -0.6, 0.2], [-0.6, 0.6, -0.2], [0.0, 0.0, 0.0], [0.0, 0.0, 0.0], [0.0, -0.1, 0.0], [0.0, 0.0, 0.0]], "mulliken_charge": [-0.519, -0.015, 0.280, -0.709, 0.177, -0.504, 0.494, -0.364, -0.497, -0.229, -0.338, -0.308, 0.398, 0.132, -0.479, -0.556, 0.333, -0.075, 0.407, 0.324, 0.320, 0.329, 0.280, 0.266, 0.289, 0.295, 0.272, -0.133, -0.184, 0.256, -0.576, -0.560, -0.245, 0.349, -0.646, 0.486, 0.484, 0.417, 0.440, -0.365, -0.340, 0.251, -0.447, -0.215, -0.374, 0.340, -0.546, 0.394, 0.422, 0.460, 0.403, 0.089, -0.653, 0.335, -0.595, -0.206, -0.450, 0.547, -0.513, 0.092, 0.468, 0.402, 0.429, -0.360, -0.382, 0.364, -0.567, -0.286, -0.398, 0.332, -0.551, 0.411, 0.419, 0.544, 0.454]}